one:
ORCA calculation (ωB97M-V/def2-TZVPD) on a cluster of 8 separate species, C29H61N3O13 in total.

The value obtained for the HOMO-LUMO gap is 0.33627 Eh. Its SMILES is CCOC(C)=O.CCOC(C)=O.CCOC(C)=O.CCOC(C)=O.CCOC(C)=O.CN(C)C=O.CN(C)C=O.CN(C)C=O. Its spin multiplicity is 1.

Last column: Löwdin charge in e.
Element x y z (Å)
H 9.99 -23.31 -20.65  0.126
C 10.98 -28.71 -21.82  -0.018
H 9.21 -23.09 -18.58  0.079
C 5.63 -29.10 -24.24  0.027
H 6.83 -24.05 -26.74  0.077
H 6.23 -24.91 -25.34  0.062
O 10.83 -25.05 -21.44  -0.012
H 5.10 -29.07 -25.20  0.085
C 15.25 -25.68 -20.09  0.020
C 6.38 -22.22 -22.67  -0.229
H 17.99 -28.08 -22.26  0.121
H 7.67 -29.86 -18.29  0.087
C 6.43 -28.67 -17.03  -0.250
N 12.11 -28.50 -22.79  -0.150
C 7.74 -28.96 -17.69  -0.055
H 10.14 -28.12 -22.19  0.071
H 12.50 -26.37 -22.37  0.062
O 17.13 -27.11 -20.61  -0.019
H 8.85 -15.85 -17.52  0.117
O 10.57 -17.63 -17.99  0.072
N 10.34 -24.71 -19.26  -0.179
H 6.45 -27.93 -16.23  0.129
H 6.67 -29.36 -24.45  0.075
H 19.86 -28.91 -21.11  0.077
C 9.72 -24.15 -26.58  -0.422
H 19.61 -27.75 -19.83  0.074
C 19.09 -28.46 -20.48  -0.067
C 16.20 -26.27 -21.19  -0.436
C 5.58 -27.75 -23.50  -0.522
H 9.49 -20.24 -18.62  0.079
O 5.36 -28.35 -17.86  -0.009
C 18.22 -27.55 -21.34  -0.290
H 11.67 -26.70 -23.85  0.060
C 10.88 -26.07 -18.89  0.012
H 5.63 -22.41 -21.90  0.125
H 6.02 -25.57 -22.29  0.115
C 9.50 -18.15 -18.34  -0.540
H 11.24 -28.40 -20.81  0.069
H 5.13 -23.97 -26.42  0.092
C 10.41 -24.32 -20.53  -0.324
H 8.55 -29.07 -16.97  0.085
O 8.29 -17.81 -17.92  -0.005
O 6.73 -27.34 -23.07  -0.010
H 18.90 -26.76 -21.66  0.126
H 5.23 -29.91 -23.63  0.083
H 7.98 -26.63 -25.44  0.064
H 10.45 -24.27 -23.92  0.103
N 9.46 -25.08 -25.68  -0.164
H 6.14 -27.21 -20.36  0.065
C 12.94 -29.48 -23.23  -0.347
H 9.54 -24.52 -27.60  0.134
H 8.48 -16.84 -16.10  0.119
H 3.46 -27.59 -19.29  0.076
O 16.07 -26.09 -22.40  0.083
H 15.86 -25.01 -19.48  0.080
H 9.80 -25.86 -23.73  0.057
C 8.18 -16.61 -17.12  -0.181
H 8.13 -23.35 -21.97  0.046
H 8.62 -24.64 -23.98  0.065
H 10.43 -19.31 -19.87  0.093
O 4.54 -27.06 -23.59  0.058
O 5.00 -30.40 -18.70  0.093
C 6.10 -24.00 -25.94  0.033
H 7.67 -25.70 -22.75  0.084
H 10.89 -26.00 -17.80  0.085
H 8.44 -26.35 -27.11  0.087
H 11.90 -26.04 -19.27  0.081
O 6.10 -23.09 -23.72  0.002
H 14.69 -26.40 -19.50  0.078
H 8.00 -21.75 -21.26  0.072
H 8.47 -24.69 -18.46  0.080
C 9.64 -24.91 -24.24  -0.046
C 6.32 -22.81 -24.98  -0.467
H 6.20 -21.17 -22.89  0.127
H 7.89 -27.35 -20.55  0.059
H 6.05 -29.58 -16.56  0.125
O 12.76 -30.68 -23.07  -0.004
C 9.41 -24.14 -18.35  -0.067
O 10.06 -23.04 -26.33  0.046
H 6.46 -15.77 -18.15  0.066
C 3.48 -28.68 -19.30  0.015
H 10.25 -26.87 -19.29  0.070
C 8.82 -26.36 -26.08  -0.032
H 14.58 -24.98 -20.59  0.074
C 4.68 -29.23 -18.56  -0.530
H 6.44 -15.09 -16.70  0.069
C 7.78 -22.33 -22.16  -0.063
H 7.07 -25.80 -20.10  0.064
O 6.75 -21.72 -25.49  0.043
H 2.58 -28.98 -18.76  0.089
C 9.53 -19.35 -19.26  0.017
C 6.69 -16.07 -17.12  -0.054
H 18.58 -29.26 -19.94  0.080
C 7.04 -26.70 -20.72  -0.008
H 8.62 -19.26 -19.85  0.079
H 8.01 -28.11 -18.32  0.050
H 3.30 -28.81 -20.36  0.087
H 8.48 -22.01 -22.93  0.095
H 13.83 -29.01 -23.67  0.127
C 12.43 -27.10 -23.17  -0.043
C 6.88 -26.24 -22.23  -0.193
H 13.36 -27.06 -23.74  0.079
H 9.68 -24.12 -17.29  0.092
H 10.63 -29.74 -21.77  0.084
H 9.54 -27.17 -25.92  0.086
H 6.03 -16.83 -16.72  0.070

***

two:
ORCA calculation (ωB97M-V/def2-TZVPD) on a cluster of 8 separate species, C29H61N3O13 in total.

The value obtained for the HOMO-LUMO gap is 0.35810 Eh. Its SMILES is CCOC(C)=O.CCOC(C)=O.CCOC(C)=O.CCOC(C)=O.CCOC(C)=O.CN(C)C=O.CN(C)C=O.CN(C)C=O. Its spin multiplicity is 1.

Last column: Löwdin charge in e.
Element x y z (Å)
H -3.54 2.31 17.58  0.079
O -6.54 8.76 15.32  -0.044
C -8.01 0.73 18.78  -0.235
C -5.96 11.41 15.49  -0.053
H -0.77 5.41 20.14  0.088
H -10.34 8.10 24.95  0.086
O -6.44 9.04 24.67  0.067
H -3.94 2.77 23.03  0.104
O -2.95 7.83 20.90  0.103
H -5.68 5.60 16.07  0.095
O -0.87 2.98 19.12  0.009
H -1.07 11.21 15.90  0.114
O -7.85 7.90 26.05  -0.012
H -7.25 5.31 17.04  0.073
H -6.37 9.11 27.86  0.065
O -5.89 3.96 23.82  0.057
C -10.00 3.71 18.05  0.015
H -8.76 0.04 18.46  0.114
C -1.92 10.81 16.54  -0.063
H -7.00 4.08 18.79  0.120
C -3.16 2.00 18.57  -0.084
N -5.78 10.65 14.29  -0.209
H -6.78 6.80 21.68  0.075
C -2.86 7.76 22.09  -0.588
O -8.63 1.98 18.82  -0.029
H -3.79 1.09 18.76  0.083
O -9.82 1.59 16.97  0.125
C -6.28 5.79 16.96  -0.018
H -4.10 11.60 13.51  0.108
C -7.48 0.28 20.14  -0.049
C -4.17 5.79 18.26  -0.037
C -1.65 1.83 18.68  -0.181
H -3.80 5.36 19.21  0.090
H -4.80 5.64 22.08  0.115
H -5.75 8.93 13.35  0.140
N -2.04 9.39 16.45  -0.192
C -8.20 3.67 22.72  -0.195
H -7.26 10.39 27.12  0.108
C -4.95 6.62 22.57  -0.197
H -7.13 0.81 18.14  0.129
C -1.77 8.38 22.89  0.025
C -4.80 2.17 22.66  0.025
H -6.17 8.43 22.36  0.085
H -6.77 1.02 20.43  0.046
H -10.13 4.12 17.07  0.074
H -1.29 1.54 17.73  0.097
C -5.17 11.37 13.15  -0.018
C -9.48 7.89 24.28  -0.065
H -11.03 3.74 18.51  0.110
O -5.38 4.00 20.00  -0.027
C -5.99 4.45 19.02  -0.322
H -2.29 8.82 18.52  0.085
H -1.83 11.08 17.61  0.097
H -5.49 10.20 26.71  0.089
H -9.60 2.04 22.47  0.089
C -1.72 8.55 17.61  -0.034
H -0.48 6.12 18.55  0.071
H -8.03 4.68 22.28  0.123
H -1.41 1.03 19.47  0.151
H -8.29 0.17 20.87  0.081
H -6.97 -0.70 20.03  0.087
C -8.32 7.15 24.92  -0.228
H -9.88 7.32 23.40  0.081
C -6.87 8.81 25.79  -0.486
C -5.92 7.49 21.77  -0.060
C -0.19 5.26 19.21  0.044
H -0.67 8.50 17.77  0.073
H -1.62 7.92 23.87  0.097
H -5.12 10.66 12.37  0.064
C -6.02 9.35 14.35  -0.326
N -5.58 5.40 18.19  -0.165
H -3.55 2.77 19.30  0.066
H -6.66 12.21 15.26  0.093
O -7.06 2.80 22.31  -0.006
O -3.68 7.20 22.93  0.001
H -4.81 1.23 23.18  0.085
H -2.03 7.49 17.28  0.093
H -8.56 6.18 25.32  0.115
H -3.72 5.27 17.39  0.089
H -9.54 3.28 21.17  0.061
H -6.45 6.87 16.95  0.072
C -0.91 4.08 18.47  -0.563
H -9.12 8.77 23.73  0.083
H -4.73 2.07 21.57  0.064
H 0.87 4.95 19.31  0.091
H -2.66 7.90 15.22  0.136
H -9.30 4.33 18.62  0.071
H -0.84 8.47 22.40  0.070
C -5.95 3.08 22.98  -0.563
H -5.32 6.51 23.60  0.109
H -5.69 12.32 13.07  0.088
H -7.51 6.94 24.21  0.097
H -6.47 10.83 16.30  0.108
C -9.51 2.31 17.86  -0.556
H -5.53 7.78 20.79  0.063
O -2.38 9.66 14.25  -0.008
H -2.17 9.32 23.17  0.077
C -2.40 8.96 15.26  -0.369
H -10.34 3.63 22.73  0.076
H -5.03 11.83 15.74  0.052
C -6.41 9.67 26.96  0.023
O -1.51 4.24 17.41  0.051
H -3.96 6.85 18.14  0.072
H -2.86 11.33 16.23  0.077
C -9.51 3.12 22.25  -0.063
H -8.23 3.85 23.79  0.107

***

The structure shown above that is least stable: one.